The following is a DFT calculation (ωB97M-V with the def2-TZVPD basis set) of a structure of composition C8H24N2O9PSeY in a non-equilibrium geometry.

```
46
Properties=species:S:1:pos:R:3:forces:R:3:nbo_charge:R:1
Y -0.663476 0.715883 -0.076249 1.040 -0.173 -0.082 2.271
C -4.010697 0.338249 -0.382080 1.487 -1.000 -0.124 -0.244
O -2.812292 1.129082 -0.673893 -0.721 0.005 0.257 -0.650
C -3.035940 2.258741 -1.529744 -0.264 0.454 0.611 -0.100
C -2.126191 3.348501 -1.077632 0.645 1.385 -0.324 -0.098
O -0.777497 2.835431 -1.080580 0.130 -0.515 -0.082 -0.626
C 0.191323 3.803277 -0.619290 0.167 0.019 -0.553 -0.086
C 1.587436 3.181400 -0.601676 -1.479 -0.752 0.189 -0.082
O 1.425962 1.803077 -0.139366 -0.087 1.008 -0.518 -0.618
C 2.508462 1.399942 0.675473 0.294 -0.878 -0.150 -0.243
H -4.730262 0.935770 0.114169 -0.881 0.792 -0.016 0.220
H -4.311384 -0.155731 -1.311873 -0.316 0.198 0.380 0.215
H -3.678522 -0.384259 0.365500 -0.070 -0.254 -0.253 0.222
H -2.879464 1.939457 -2.526874 0.425 -0.158 -1.177 0.211
H -4.048827 2.643221 -1.491598 -0.358 -0.214 0.368 0.237
H -2.133147 4.197534 -1.800605 -0.328 -0.470 0.551 0.233
H -2.357455 3.722004 -0.052942 -0.029 -0.289 -0.639 0.219
H 0.213312 4.628725 -1.327739 -0.151 0.245 0.054 0.220
H -0.188114 4.130449 0.342122 0.462 0.197 0.369 0.214
H 2.059410 3.131095 -1.568369 -0.027 0.069 -0.509 0.214
H 2.212369 3.777234 0.042713 0.258 -0.039 0.518 0.230
H 2.438062 1.843462 1.639732 0.013 0.520 0.797 0.213
H 2.461708 0.325590 0.794989 -0.129 -0.257 -0.012 0.192
H 3.440075 1.626253 0.189728 0.474 0.233 -0.183 0.204
O -0.887093 -0.712984 1.598454 -0.198 0.352 0.339 -1.148
Se -0.484594 0.355165 2.834691 0.294 0.063 -0.095 2.753
O -1.352064 0.324900 4.136028 -0.687 0.214 0.367 -0.894
O 1.089307 -0.107979 3.234464 0.362 0.274 -0.278 -0.958
O -0.443888 1.778855 1.927946 0.005 -1.116 0.399 -1.102
N 1.365478 -2.511910 2.276501 -0.124 0.398 -1.109 -0.836
C 1.903118 -2.711989 0.882147 -0.613 -1.132 1.229 -0.599
P 0.650850 -2.471858 -0.441806 -0.897 -0.700 -0.253 2.155
O -0.606032 -3.285620 -0.235508 1.262 0.697 0.079 -1.108
O 0.529182 -0.992745 -0.838051 0.075 -0.366 0.060 -1.217
C 1.464925 -3.361886 -1.876316 -0.857 -0.710 0.341 -0.585
N 1.055730 -4.860845 -1.644595 -0.396 0.468 -1.297 -0.708
H 1.887081 -2.983014 3.006894 0.091 -0.371 -0.287 0.412
H 0.389225 -2.814357 2.287770 0.250 -0.093 0.231 0.415
H 1.306967 -1.070360 2.846280 -0.405 0.141 -0.172 0.511
H 2.282326 -3.760666 0.771251 -0.324 0.651 -0.007 0.212
H 2.746423 -2.078757 0.706855 0.555 0.558 -0.099 0.236
H 2.544224 -3.323156 -1.912318 0.175 0.132 -0.227 0.250
H 0.975193 -2.962035 -2.793012 0.481 -0.652 0.509 0.270
H 0.102129 -4.812255 -1.222870 0.020 0.096 -0.200 0.486
H 1.627526 -5.330488 -0.955904 0.465 0.042 0.275 0.434
H 1.069157 -5.480386 -2.492821 -0.089 0.929 0.723 0.455
```
Positions in Å, forces in eV/Å.

Computed properties:
Total charge: +2
Gap between HOMO and LUMO in eV: 11.18
LUMO level in eV: -5.25